1.
Here is the molecule C4H7NO at a distorted geometry from the Open Molecules 2025 dataset. Energies are from ωB97M-V/def2-TZVPD.

- energy relative to the best compared isomer or geometry (same formula, charge and spin) (eV) = 4.328
- SMILES = O[C@H]1C[C@H]2N[C@@H]12
- gap between HOMO and LUMO (eV) = 9.820
- HOMO (eV) = -8.818

Cartesian coordinates (Å):
H  -1.97126  -1.08411  0.13724
H  -1.81880  0.83003  1.33570
C  0.91806  0.19837  -0.60482
N  -0.86882  0.50277  1.09028
H  -0.46125  1.95138  -0.60762
H  0.08064  -1.76656  -1.09214
O  1.79638  0.75315  0.33701
C  -1.03237  -0.51462  0.17986
C  -0.44337  0.85111  -0.62881
H  1.22145  0.97740  1.08922
H  0.84188  -1.69591  0.53783
C  0.27833  -1.14908  -0.21598
H  1.45912  0.14607  -1.55778

Here are the Löwdin charges for atoms 1 to 2, given in e: 0.135, 0.098

---

2.
Here is a structure of composition C36H51GaGeN5O5PS at a distorted geometry from the Open Molecules 2025 dataset. Energies are from ωB97M-V/def2-TZVPD.

- energy relative to the best compared isomer or geometry (same formula, charge and spin) (eV) = 0.846
- net charge = +1
- spin multiplicity = 2
- gap between HOMO and LUMO (spin up / spin down) (eV) = 6.857 / 8.948
- HOMO (spin up / spin down) (eV) = -8.915 / -11.185

Cartesian coordinates (Å):
C  17.40882  15.07129  13.49753
H  9.91746  13.38431  7.12263
H  14.37354  11.86782  18.33477
H  15.20756  7.80550  14.30293
C  7.02041  15.15512  7.25417
H  16.27119  7.84863  12.92649
H  11.43613  11.87683  11.75872
C  17.13896  9.80342  9.30327
C  13.52582  17.96221  9.42762
C  14.39893  8.83246  12.52388
C  12.96083  17.73696  10.65692
H  16.69742  13.48558  14.80450
Ge  10.80329  14.07634  9.93108
H  14.26668  18.75525  9.26710
H  12.95130  8.62280  13.94718
H  8.00421  15.32421  10.45446
H  17.73234  16.22918  11.84602
H  9.96984  12.99830  15.46297
H  9.41473  15.57601  12.20019
H  13.76092  15.04510  19.69082
C  17.86726  12.16809  9.49293
H  8.74766  14.76006  14.62006
S  13.38501  15.42641  14.29353
H  16.69984  13.85736  11.24048
C  11.85307  15.72939  9.77995
H  14.48939  13.79590  10.76287
H  18.44350  11.96453  10.37186
H  11.61412  16.57176  11.81184
H  13.10308  10.30993  13.61946
N  11.73590  12.62474  9.23372
H  13.00295  7.64570  11.50973
C  14.46793  12.22828  16.28990
H  15.17235  10.83879  7.83900
C  13.36082  13.70365  17.87975
O  16.76656  11.26821  12.51919
N  14.82167  14.57136  11.38787
H  12.43144  15.33009  16.95835
C  12.39621  16.01837  8.52774
C  7.03293  15.40084  8.63075
P  15.50862  11.22254  11.77392
C  15.98119  11.59401  7.95462
H  15.30673  10.31803  16.68035
C  9.70587  14.57854  12.57003
N  16.60416  13.78326  13.81227
C  9.35604  14.21180  13.92081
H  17.75452  9.69462  10.20542
C  8.08318  15.01167  9.39495
C  16.26603  14.83789  11.21316
H  16.00902  9.27662  13.92912
C  10.50686  13.77518  11.79547
H  14.64589  7.61800  10.80823
H  16.13006  16.57303  12.59111
H  14.17192  6.83090  12.43961
H  12.21072  15.24589  7.76681
H  18.46760  14.89332  13.42016
C  9.02978  13.83241  7.59706
C  16.84212  15.77398  12.27901
O  12.12254  10.35572  8.76943
C  13.19449  14.21859  19.24188
C  12.09543  16.62278  10.89090
H  16.62427  15.25802  10.24754
C  11.93224  11.48994  8.96432
C  16.62665  11.29222  9.29193
Ga  14.61587  13.78921  13.33382
H  16.93092  12.91622  13.34260
H  14.26527  15.36804  11.24927
H  15.25064  10.92646  14.99733
H  18.57901  12.05469  8.67355
O  14.35152  12.10707  12.42405
H  17.48158  13.20542  9.50851
H  17.73272  9.58552  8.42040
H  16.30791  9.08876  9.43013
H  13.51315  17.38791  7.38404
C  14.04732  7.65497  11.74484
H  12.32364  9.23256  12.44270
H  17.21802  15.73511  14.34988
C  9.95518  13.09256  14.40240
H  13.21770  13.44898  19.94383
H  16.61807  11.36293  7.08198
O  15.64240  11.70294  10.25457
C  13.12455  9.29864  13.14471
C  13.15718  17.13592  8.35115
H  11.37094  11.45940  14.11261
H  7.95698  13.90736  5.76596
C  9.15524  14.28299  8.90101
N  13.12143  14.59678  16.82429
H  13.14601  18.38876  11.41585
C  13.58911  14.28613  15.64744
O  14.81712  9.89544  11.59041
N  14.15742  13.18054  15.28155
C  15.52274  8.44147  13.47419
C  8.01338  14.32260  6.77491
C  15.47826  11.23024  16.04136
H  15.56441  12.55630  7.86790
H  6.25798  15.45979  6.50706
C  11.01118  12.61330  12.35058
H  12.20346  14.61006  19.37648
C  10.83389  12.28907  13.66372
H  16.56780  11.48734  16.27523
H  6.30213  16.00634  9.14681
C  14.07276  12.56708  17.57355

Here are the Löwdin charges for atoms 1 to 2, given in e: -0.148, 0.101

---

- energy relative to the best compared isomer or geometry (same formula, charge and spin) of number 1 (C4H7NO)?
  4.328 eV

---

- Among the records above, which one has the lowest energy relative to the best compared isomer or geometry (same formula, charge and spin)?
  C36H51GaGeN5O5PS

---

- The highest energy relative to the best compared isomer or geometry (same formula, charge and spin) belongs to which entry?
  C4H7NO

---

Please write out number 1 again, unchanged.
Here is the molecule C4H7NO at a distorted geometry from the Open Molecules 2025 dataset. Energies are from ωB97M-V/def2-TZVPD.

- energy relative to the best compared isomer or geometry (same formula, charge and spin) (eV) = 4.328
- SMILES = O[C@H]1C[C@H]2N[C@@H]12
- gap between HOMO and LUMO (eV) = 9.820
- HOMO (eV) = -8.818

Cartesian coordinates (Å):
H  -1.97126  -1.08411  0.13724
H  -1.81880  0.83003  1.33570
C  0.91806  0.19837  -0.60482
N  -0.86882  0.50277  1.09028
H  -0.46125  1.95138  -0.60762
H  0.08064  -1.76656  -1.09214
O  1.79638  0.75315  0.33701
C  -1.03237  -0.51462  0.17986
C  -0.44337  0.85111  -0.62881
H  1.22145  0.97740  1.08922
H  0.84188  -1.69591  0.53783
C  0.27833  -1.14908  -0.21598
H  1.45912  0.14607  -1.55778

Here are the Löwdin charges for atoms 1 to 2, given in e: 0.135, 0.098